Entry a
ORCA calculation (ωB97M-V with the def2-TZVPD basis set) on one molecule with the formula C9H12O2.

Results
SMILES: CCc1ccc(O)c(OC)c1

Each line ends with the natural charge from an NBO analysis.
Cartesian coordinates (Å):
C1 0.61 3.06 -1.89  -0.618
C2 0.44 2.48 -0.55  -0.415
C3 0.17 0.95 -0.39  0.005
C4 0.86 -0.01 -1.15  -0.260
C5 0.50 -1.40 -1.02  -0.245
C6 -0.47 -2.00 -0.08  0.262
O1 -0.64 -3.30 0.07  -0.691
C7 -1.07 -0.93 0.73  0.258
O2 -1.78 -1.43 1.77  -0.526
C8 -0.80 -1.95 2.67  -0.259
C9 -0.82 0.46 0.54  -0.275
H1 1.36 2.41 -2.42  0.208
H2 1.25 3.90 -1.79  0.218
H3 -0.40 3.25 -2.35  0.220
H4 1.42 2.68 0.06  0.202
H5 -0.27 2.98 0.15  0.210
H6 1.45 0.21 -2.03  0.219
H7 1.13 -2.22 -1.61  0.189
H8 0.05 -4.01 -0.26  0.516
H9 0.03 -1.16 2.91  0.175
H10 -0.23 -2.74 2.07  0.183
H11 -1.35 -2.36 3.49  0.199
H12 -1.45 1.14 1.08  0.225



Entry b
ORCA calculation (ωB97M-V with the def2-TZVPD basis set) on one molecule with the formula C9H12O2.

Results
SMILES: CC1=CCC[C@]2(C)O[C@]12C=O

Each line ends with the natural charge from an NBO analysis.
Cartesian coordinates (Å):
C1 2.43 -1.14 -0.87  -0.666
C2 1.17 -0.89 -0.11  0.039
C3 0.44 -1.82 0.37  -0.217
C4 -0.96 -1.46 0.96  -0.404
C5 -1.73 -0.54 0.07  -0.423
C6 -1.03 0.76 -0.16  0.232
C7 -1.82 2.06 0.04  -0.621
O1 -0.25 0.92 -1.26  -0.487
C8 0.46 0.78 -0.12  0.131
C9 1.64 1.65 0.30  0.406
O2 1.96 1.70 1.45  -0.491
H1 2.15 -1.90 -1.51  0.223
H2 3.34 -1.42 -0.42  0.228
H3 2.49 -0.24 -1.50  0.209
H4 0.74 -2.85 0.36  0.201
H5 -1.59 -2.35 0.94  0.203
H6 -0.79 -1.14 1.94  0.213
H7 -1.83 -1.11 -0.77  0.225
H8 -2.79 -0.50 0.57  0.215
H9 -1.20 3.00 -0.14  0.222
H10 -2.37 2.13 1.09  0.216
H11 -2.53 2.08 -0.76  0.218
H12 2.08 2.31 -0.47  0.126



The most stable of them is entry a.



Entry a
ORCA calculation (ωB97M-V with the def2-TZVPD basis set) on one molecule with the formula C9H12O2.

Results
SMILES: C=C(O)/C=C\C(=O)C=C(C)C

Each line ends with the natural charge from an NBO analysis.
Cartesian coordinates (Å):
C1 1.75 -0.58 -1.21  -0.484
C2 2.67 -0.33 -0.31  0.282
O1 3.99 -0.63 -0.52  -0.682
C3 2.51 0.35 0.97  -0.230
C4 1.47 0.98 1.43  -0.240
C5 0.18 1.14 0.71  0.513
O2 -0.03 2.07 -0.05  -0.546
C6 -0.77 0.06 0.97  -0.399
C7 -1.94 -0.04 0.24  0.191
C8 -2.50 0.98 -0.71  -0.699
C9 -2.71 -1.31 0.28  -0.659
H1 0.74 -0.68 -1.15  0.214
H2 2.26 -1.11 -2.14  0.169
H3 4.12 -0.88 -1.42  0.480
H4 3.46 0.18 1.41  0.226
H5 1.57 1.56 2.38  0.236
H6 -0.45 -0.90 1.43  0.217
H7 -3.52 1.18 -0.59  0.217
H8 -1.98 1.97 -0.51  0.274
H9 -2.32 0.71 -1.73  0.233
H10 -3.78 -1.01 0.25  0.233
H11 -2.43 -1.75 -0.75  0.227
H12 -2.28 -1.97 1.01  0.226



Entry b
ORCA calculation (ωB97M-V with the def2-TZVPD basis set) on one molecule with the formula C9H12O2.

Each line ends with the natural charge from an NBO analysis.
Cartesian coordinates (Å):
C1 -2.09 -0.42 0.13  -0.264
C2 -1.33 0.38 1.22  -0.184
C3 -1.88 0.01 -1.31  -0.305
C4 -1.36 -1.13 -0.91  0.338
C5 1.04 -0.40 1.19  -0.619
C6 -0.11 0.39 1.66  -0.218
C7 1.68 0.30 -0.05  0.315
C8 -0.15 -2.39 -2.50  -0.237
C9 1.86 2.55 1.08  -0.308
O1 -0.80 -2.30 -1.25  -0.484
O2 1.96 1.55 -0.07  -0.486
H1 -3.02 -0.58 0.45  0.181
H2 -2.05 0.97 1.72  0.191
H3 -1.87 0.89 -1.97  0.236
H4 1.83 -0.60 1.88  0.236
H5 0.73 -1.39 0.71  0.241
H6 0.23 1.10 2.48  0.194
H7 -0.90 -2.21 -3.19  0.173
H8 0.16 -3.41 -2.54  0.194
H9 0.60 -1.65 -2.49  0.201
H10 1.95 2.08 2.02  0.185
H11 0.82 3.03 0.81  0.218
H12 2.69 3.23 0.93  0.202



The most stable of them is entry a.



Entry a
ORCA calculation (ωB97M-V with the def2-TZVPD basis set) on one molecule with the formula C4H6FNOS.

Results
SMILES: O=C1C[C@@H](CF)SN1

Each line ends with the natural charge from an NBO analysis.
Cartesian coordinates (Å):
O1 2.90 -0.08 -0.55  -0.560
C1 1.81 0.14 0.03  0.655
C2 0.73 -0.87 0.27  -0.506
C3 -0.57 -0.03 -0.27  -0.403
C4 -1.89 -0.24 0.28  0.023
F1 -2.84 0.46 -0.52  -0.380
S1 -0.19 1.71 0.03  0.401
N1 1.50 1.51 0.29  -0.760
H1 0.95 -1.84 -0.13  0.260
H2 0.50 -1.10 1.38  0.248
H3 -0.71 -0.32 -1.32  0.230
H4 -2.16 0.04 1.36  0.205
H5 -2.04 -1.33 -0.05  0.175
H6 1.99 1.96 -0.79  0.413



Entry b
ORCA calculation (ωB97M-V with the def2-TZVPD basis set) on one molecule with the formula C4H6FNOS.

Results
SMILES: NC(=S)[C@]1(O)C[C@H]1F

Each line ends with the natural charge from an NBO analysis.
Cartesian coordinates (Å):
N1 -0.20 -1.35 -1.76  -0.795
C1 -0.39 -1.16 -0.41  0.112
S1 -1.47 -2.02 0.48  -0.192
C2 0.12 0.12 -0.06  0.126
O1 0.69 0.64 -1.11  -0.684
C3 0.80 0.30 1.41  -0.443
C4 -0.49 0.88 1.05  0.176
F1 -0.34 2.17 0.74  -0.357
H1 0.01 -0.56 -2.38  0.443
H2 -0.58 -2.31 -1.91  0.417
H3 0.81 1.79 -0.92  0.506
H4 1.64 1.16 1.22  0.223
H5 0.92 -0.40 2.16  0.242
H6 -1.53 0.75 1.51  0.225



The most stable of them is entry a.